{"formula": "C22H19N4O4PSTi", "method": "wB97M-V/def2-TZVPD", "homo_ev": -14.48, "de_lowest_ev": 0.450, "charge": 2, "gap_ev": 7.26, "elements": ["Ti", "N", "C", "S", "N", "N", "C", "C", "C", "C", "C", "C", "C", "O", "H", "H", "H", "H", "H", "H", "H", "O", "C", "O", "C", "P", "C", "C", "C", "C", "C", "C", "C", "C", "C", "C", "C", "C", "H", "H", "H", "H", "H", "H", "H", "H", "H", "H", "H", "H", "O", "N"], "coordinates": [[-0.098, -1.168, 0.452], [-0.854, 3.298, -1.113], [-0.437, 2.103, -0.633], [1.062, 1.830, -1.719], [-1.103, 1.661, 0.364], [-0.982, 0.524, 1.127], [-1.435, 0.643, 2.344], [-1.455, -0.377, 3.349], [-1.908, -0.029, 4.632], [-1.923, -0.958, 5.650], [-1.487, -2.255, 5.405], [-1.043, -2.638, 4.146], [-1.037, -1.705, 3.132], [-0.651, -2.066, 1.874], [-0.444, 3.757, -1.906], [-1.622, 3.746, -0.638], [-1.813, 1.624, 2.620], [-2.241, 0.985, 4.817], [-2.274, -0.679, 6.633], [-1.496, -2.986, 6.203], [-0.718, -3.650, 3.949], [3.353, -0.833, 1.626], [2.792, -0.374, 0.685], [1.478, -0.118, 0.610], [3.456, -0.044, -0.649], [2.161, 0.067, -1.911], [1.106, -1.434, -1.841], [0.134, -1.780, -2.975], [-0.351, -3.157, -3.038], [-0.179, -4.016, -2.019], [0.747, -3.707, -0.964], [1.440, -2.538, -0.923], [2.878, 0.279, -3.524], [4.220, -0.050, -3.738], [4.749, 0.046, -5.013], [3.953, 0.466, -6.070], [2.619, 0.797, -5.860], [2.076, 0.705, -4.591], [4.226, -0.777, -0.888], [3.935, 0.938, -0.598], [0.231, -1.234, -3.905], [-0.881, -3.451, -3.934], [-0.615, -5.004, -2.054], [0.997, -4.477, -0.243], [2.323, -2.474, -0.298], [4.861, -0.372, -2.929], [5.788, -0.203, -5.180], [4.375, 0.544, -7.063], [2.006, 1.135, -6.683], [1.042, 0.983, -4.432], [-1.194, -1.520, -0.976], [-0.358, -0.904, -1.906]], "atomic_forces_ev_per_a": [[-0.26, -0.44, 0.26], [0.02, -0.03, -0.08], [-0.26, 0.16, 0.32], [0.21, -0.04, -0.07], [0.06, -0.10, -0.12], [0.15, 0.01, 0.01], [0.06, 0.01, -0.23], [0.03, -0.11, 0.09], [0.01, 0.04, -0.04], [-0.02, 0.00, 0.04], [0.01, -0.01, -0.02], [-0.04, 0.00, -0.04], [-0.07, 0.05, 0.10], [0.21, 0.50, -0.31], [-0.01, -0.04, -0.03], [0.00, 0.01, 0.00], [-0.03, 0.00, -0.05], [0.00, 0.00, -0.01], [0.01, 0.00, 0.00], [0.00, 0.00, 0.01], [0.00, 0.01, -0.02], [-0.03, 0.05, -0.05], [0.14, 0.01, -0.13], [-0.25, -0.29, 0.28], [-0.06, 0.03, 0.03], [0.07, 0.06, -0.06], [-0.05, 0.10, -0.07], [0.08, 0.09, -0.10], [0.00, -0.03, 0.06], [0.00, -0.01, -0.04], [-0.01, 0.01, -0.02], [0.02, 0.12, -0.05], [-0.07, -0.02, 0.03], [0.04, 0.01, 0.02], [0.01, 0.01, -0.02], [0.00, 0.00, 0.02], [0.00, 0.00, 0.02], [0.02, -0.02, -0.01], [-0.04, -0.03, 0.00], [0.00, -0.01, 0.00], [-0.02, -0.03, 0.00], [-0.01, 0.00, 0.00], [0.00, 0.00, 0.00], [0.00, -0.02, -0.03], [-0.02, 0.00, 0.01], [-0.01, 0.00, -0.01], [0.00, 0.00, 0.00], [0.00, 0.00, 0.00], [0.00, 0.00, 0.00], [-0.01, 0.02, 0.01], [0.17, -0.11, 0.19], [-0.07, 0.06, 0.14]], "mulliken_charge": [0.7316, -0.4098, 0.9669, -0.3656, -1.2336, 0.7681, 0.0851, 0.5151, -0.9458, -0.8124, -0.4436, -0.6285, 0.9259, -0.5324, 0.1765, 0.2397, 0.4444, 0.4088, 0.4361, 0.4171, 0.4599, -0.5054, 0.0268, -0.3971, -0.5242, 1.4764, 1.3861, -0.7735, -0.8840, -0.7783, -0.2422, -0.7819, 0.7699, -0.4102, -0.7965, -0.4994, -0.9217, -0.3803, 0.5195, 0.4756, 0.5096, 0.4773, 0.5180, 0.5876, 0.4912, 0.2804, 0.4377, 0.4251, 0.4295, 0.3900, -0.3112, -0.1984]}